Molecular formula: C13H27BN2O4
Method: DFT, ωB97M-V/def2-TZVPD

Geometry (Å):
O (-0.942, -3.274, -1.366)
O (0.543, 0.629, -0.662)
O (-2.276, -0.751, 3.373)
O (-0.517, 0.131, 1.992)
B (-1.530, -0.798, 2.200)
C (-1.011, -2.072, -1.246)
C (-0.260, 1.018, -1.470)
N (-0.946, 0.136, -2.272)
N (-1.481, -1.398, -0.140)
C (-0.517, -1.232, -2.403)
C (1.212, -4.157, 2.438)
C (1.381, -2.221, 0.869)
C (0.097, 4.877, -1.436)
C (1.771, 3.065, -2.025)
C (0.910, 3.158, 0.317)
C (-0.597, 2.452, -1.634)
C (0.528, -2.892, 1.970)
C (0.539, 3.422, -1.170)
C (-0.914, -3.191, 1.549)
C (-1.723, -1.998, 1.186)
H (-2.165, -0.010, 3.987)
H (-0.103, 0.290, 1.111)
H (-1.512, 0.479, -3.054)
H (-1.358, -0.371, -0.072)
H (-0.892, -1.617, -3.336)
H (0.546, -1.249, -2.422)
H (0.705, -4.621, 3.279)
H (2.221, -3.887, 2.827)
H (1.304, -4.894, 1.632)
H (1.032, -1.189, 0.613)
H (1.448, -2.813, -0.048)
H (2.398, -2.081, 1.221)
H (0.867, 5.523, -1.003)
H (-0.919, 5.054, -1.046)
H (0.014, 5.046, -2.510)
H (2.638, 3.638, -1.723)
H (2.014, 1.996, -1.909)
H (1.553, 3.262, -3.076)
H (1.563, 3.966, 0.688)
H (0.028, 3.220, 0.955)
H (1.403, 2.173, 0.396)
H (-0.847, 2.655, -2.677)
H (-1.535, 2.590, -1.093)
H (0.490, -2.235, 2.864)
H (-1.383, -3.765, 2.334)
H (-0.951, -3.885, 0.735)
H (-2.829, -2.177, 1.258)

SMILES: CC(C)C[C@H](NC(=O)CNC(=O)CC(C)(C)C)B(O)O
Total energy (eV): -25769.405
Lowest unoccupied orbital energy (eV): 0.348
Maximum force (eV/Å): 2.9

Atom charges from the Löwdin analysis, given in e for atoms 1 to 2: O 0.064; O 0.018

---

Molecular formula: CHCaLiO
Method: DFT, ωB97M-V/def2-TZVPD

Geometry (Å):
H (-0.489, -0.113, -0.435)
O (0.276, -0.933, -2.289)
C (-0.374, -0.545, -1.439)
Ca (-1.013, 1.088, 1.365)
Li (1.599, 0.502, 2.797)

Total energy (eV): -21737.110
Lowest unoccupied orbital energy (alpha / beta) (eV): -1.037 / -1.038
Maximum force (eV/Å): 6.7

Atom charges from the Löwdin analysis, given in e for atoms 1 to 2: H -0.279; O -0.010

---

Molecular formula: C6H10O
Method: DFT, ωB97M-V/def2-TZVPD

Geometry (Å):
C (-0.616, -0.969, -1.715)
C (-0.147, -0.675, -0.276)
C (1.208, 0.037, -0.386)
C (1.410, 0.684, 0.949)
C (0.266, 0.762, 1.623)
C (-0.897, 0.097, 0.908)
O (-1.927, 1.041, 0.633)
H (-0.641, -0.075, -2.348)
H (0.159, -1.618, -2.157)
H (-1.562, -1.504, -1.825)
H (0.009, -1.660, 0.185)
H (1.109, 0.838, -1.132)
H (2.017, -0.617, -0.727)
H (2.363, 1.094, 1.269)
H (0.137, 1.324, 2.547)
H (-1.360, -0.666, 1.550)
H (-1.641, 1.903, 0.966)

SMILES: C[C@H]1CC=C[C@H]1O
Total energy (eV): -8430.604
Lowest unoccupied orbital energy (eV): 0.948
Maximum force (eV/Å): 0.5

Atom charges from the Löwdin analysis, given in e for atoms 1 to 2: C -0.070; C -0.289

---

Molecular formula: C11H24AuIN3NbO
Method: DFT, ωB97M-V/def2-TZVPD

Geometry (Å):
N (-1.855, -0.869, -0.189)
C (-2.911, -1.417, 0.206)
O (-3.754, -2.196, -0.208)
Au (-3.476, -1.281, 1.983)
Nb (-0.123, 0.003, -0.059)
N (-0.301, 1.839, -0.836)
N (0.886, -1.107, -1.362)
C (-0.544, 2.221, -2.229)
C (0.600, -2.306, -2.137)
C (-0.606, 3.746, -2.397)
C (0.562, 1.668, -3.123)
C (-1.883, 1.632, -2.620)
C (0.609, -3.505, -1.195)
C (1.672, -2.488, -3.206)
C (-0.757, -2.146, -2.783)
H (-1.288, 4.184, -1.658)
H (-0.960, 3.946, -3.419)
H (0.394, 4.180, -2.285)
H (1.490, 2.217, -2.940)
H (0.273, 1.814, -4.176)
H (0.753, 0.599, -2.948)
H (-1.928, 0.540, -2.544)
H (-2.119, 1.926, -3.652)
H (-2.666, 2.006, -1.953)
H (1.602, -3.636, -0.752)
H (0.334, -4.396, -1.773)
H (-0.117, -3.372, -0.383)
H (2.645, -2.725, -2.760)
H (1.781, -1.575, -3.803)
H (1.357, -3.318, -3.853)
H (-0.982, -3.066, -3.326)
H (-0.756, -1.310, -3.488)
H (-1.556, -1.986, -2.060)
C (0.607, 2.753, -0.127)
H (0.948, 2.285, 0.806)
H (1.506, 3.027, -0.728)
H (0.055, 3.660, 0.153)
C (2.315, -0.916, -0.964)
H (2.389, -0.326, -0.027)
H (2.804, -1.898, -0.797)
H (2.834, -0.329, -1.742)
I (0.847, -0.060, 2.444)

Charge: +2
Total energy (eV): -31638.577
Lowest unoccupied orbital energy (alpha / beta) (eV): -11.235 / -11.240
Maximum force (eV/Å): 8.2

Atom charges from the Löwdin analysis, given in e for atoms 1 to 2: N -0.083; C -0.685

---

Molecular formula: C6H41NO14
Method: DFT, ωB97M-V/def2-TZVPD

Geometry (Å):
C (-2.561, 1.578, -1.924)
C (-1.576, 1.725, -0.748)
C (-1.484, 0.514, 0.201)
C (-0.586, -0.622, -0.270)
N (0.937, -2.792, 2.498)
C (0.454, -2.259, 1.272)
C (0.407, -1.022, 0.822)
H (-2.884, 2.555, -2.271)
H (-2.042, 0.993, -2.682)
H (-3.434, 0.981, -1.635)
H (-0.649, 1.834, -1.310)
H (-1.538, 2.653, -0.187)
H (-2.495, 0.104, 0.263)
H (-1.361, 0.906, 1.202)
H (-1.138, -1.496, -0.600)
H (-0.003, -0.266, -1.141)
H (1.128, -3.781, 2.519)
H (1.782, -2.322, 2.803)
H (-0.154, -3.089, 0.903)
H (0.918, -0.206, 1.299)
H (-3.086, 2.104, 1.760)
H (-2.565, 1.313, 2.817)
O (-3.340, 1.279, 2.202)
H (1.021, 3.491, -0.799)
H (1.427, 2.093, -1.351)
O (1.510, 2.691, -0.590)
H (3.489, -2.664, -2.678)
H (2.466, -1.619, -3.247)
O (3.061, -1.821, -2.514)
H (0.448, -1.495, -4.726)
H (-0.055, -1.266, -3.317)
O (0.631, -0.979, -3.934)
H (3.988, 0.983, 0.925)
H (4.320, 2.375, 0.361)
O (4.557, 1.763, 1.061)
H (0.277, 4.639, 1.214)
H (-0.099, 3.278, 1.109)
O (-0.429, 4.134, 0.784)
H (3.051, -3.523, -0.199)
H (1.756, -3.304, -1.036)
O (2.482, -3.907, -0.862)
H (-2.296, -1.051, 3.544)
H (-1.284, -1.943, 2.904)
O (-2.189, -1.969, 3.251)
H (-2.128, -3.427, -1.758)
H (-2.590, -1.951, -2.056)
O (-2.241, -2.755, -2.427)
H (3.474, -0.928, -0.303)
H (2.575, 0.071, -0.824)
O (2.946, -0.192, 0.029)
H (2.038, 2.481, 1.760)
H (0.978, 1.540, 1.412)
O (1.209, 2.144, 2.129)
H (-1.473, 1.685, 4.522)
H (-0.366, 0.953, 3.623)
O (-1.298, 1.009, 3.864)
H (1.856, 2.494, -3.485)
H (0.978, 1.226, -3.606)
O (1.010, 2.115, -3.225)
H (-3.899, -2.109, 0.493)
H (-2.728, -2.217, 1.423)
O (-3.202, -2.729, 0.736)

Total energy (eV): -37041.990
Lowest unoccupied orbital energy (eV): -0.107
Maximum force (eV/Å): 2.8

Atom charges from the Löwdin analysis, given in e for atoms 1 to 2: C -0.074; C -0.244

---

Molecular formula: C2H10BeFO5
Method: DFT, ωB97M-V/def2-TZVPD

Geometry (Å):
Be (9.633, -15.699, 4.265)
F (9.803, -15.999, 2.811)
O (9.450, -11.573, 2.912)
C (9.697, -12.865, 3.309)
C (10.021, -13.103, 4.708)
O (9.929, -14.469, 5.085)
H (10.278, -13.395, 2.591)
H (8.784, -13.244, 3.030)
H (9.203, -12.570, 5.063)
H (10.841, -12.482, 5.079)
O (12.092, -14.837, 6.625)
H (11.359, -14.501, 6.101)
H (11.743, -15.494, 7.195)
O (8.043, -16.245, 4.742)
H (7.760, -16.776, 4.019)
H (8.153, -16.874, 5.503)
O (10.846, -17.055, 4.870)
H (11.175, -17.324, 5.698)
H (10.725, -17.963, 4.507)

Charge: -1
Total energy (eV): -15594.446
Lowest unoccupied orbital energy (eV): 1.518
Maximum force (eV/Å): 4.0

Atom charges from the Löwdin analysis, given in e for atoms 1 to 2: Be 0.052; F -0.280